Molecular formula: C40H45N5O30S5
Method: DFT, ωB97M-V with the def2-TZVPD basis set

```
125
Properties=species:S:1:pos:R:3:forces:R:3
C 0.77118 6.05556 2.43750 -2.5 -1.1 0.3
C 1.57877 5.27552 3.22509 1.0 -0.1 -0.6
C 1.18245 3.96125 3.46130 -0.2 0.2 0.7
C -0.09627 3.54831 3.16531 0.9 0.3 -0.7
C -0.99121 4.32504 2.45485 -0.7 -0.3 -0.2
C -0.52274 5.54246 2.05506 1.2 2.1 -0.4
N -0.41974 2.19021 3.49273 -0.9 -0.4 1.8
O 0.09422 1.74856 4.52850 -0.6 -0.3 -1.5
O -1.29218 1.64069 2.82823 0.8 -0.2 0.5
H 0.97597 7.08525 2.22592 0.4 0.3 -0.2
H 2.59042 5.63726 3.45320 -0.6 -0.4 0.2
H 1.78596 3.22505 3.94656 0.6 -0.1 0.3
H -2.01630 3.97436 2.25729 0.8 0.3 -0.1
H -1.08985 6.20327 1.39810 -0.3 -0.3 0.3
C -4.66248 5.51056 2.75385 0.1 -1.1 0.8
C -4.59126 4.57562 3.81290 -0.2 0.4 -0.3
C -4.33633 3.22474 3.59779 0.0 0.9 -2.1
C -4.21107 2.81798 2.25427 -0.9 1.4 0.0
C -4.39524 3.74530 1.16825 1.2 -2.3 0.9
C -4.52333 5.08508 1.45578 -0.3 -0.5 -0.4
N -4.01899 1.40077 1.94677 0.5 -0.7 -1.9
O -3.73732 1.14401 0.76425 -0.3 0.3 1.3
O -4.12973 0.53555 2.79440 -0.1 0.7 0.2
H -4.86903 6.55395 2.86228 0.0 0.4 0.7
H -4.80004 4.86035 4.83069 0.2 0.4 0.1
H -4.23710 2.55692 4.40942 0.0 -0.7 0.6
H -4.30037 3.32734 0.15970 -0.1 0.4 0.4
H -4.59670 5.79196 0.65425 0.0 0.2 -0.3
C -1.86057 -4.67466 -2.35960 -1.6 0.1 0.1
C -1.00387 -4.07031 -3.26383 0.8 -0.2 -0.6
C -0.27894 -4.87651 -4.16060 -1.0 -0.2 2.0
C -0.41943 -6.26211 -4.01515 0.1 2.3 -0.2
C -1.31205 -6.85408 -3.15009 0.0 -1.1 -0.3
C -2.08719 -6.06233 -2.33288 1.4 1.0 -0.4
N 0.37643 -7.09675 -4.84996 1.0 -0.9 -0.8
O -0.15174 -8.12533 -5.20898 -0.1 -0.8 -0.4
O 1.51964 -6.78113 -5.14840 -0.5 0.4 0.3
H -2.55139 -4.06937 -1.76571 0.6 0.0 0.1
H -0.78688 -2.98602 -3.30444 -0.6 -0.7 0.2
H 0.34225 -4.35186 -4.83322 0.9 -0.2 -0.9
H -1.35345 -7.95098 -3.22164 -0.2 0.6 0.4
H -2.72784 -6.48101 -1.60550 -0.7 -0.3 0.5
C 1.79821 -3.47630 5.74746 -0.9 -0.9 -1.1
C 1.25476 -3.78379 4.48748 -0.1 -0.2 0.2
C 1.16005 -2.82687 3.48085 0.1 -1.7 0.5
C 1.57652 -1.58997 3.76648 1.0 2.0 0.9
C 2.16987 -1.21210 4.97126 -0.9 0.1 0.0
C 2.19233 -2.19541 5.97370 1.3 2.7 0.9
N 1.40113 -0.56421 2.75565 -0.1 0.4 -0.8
O 2.09565 0.43017 2.86498 0.0 0.4 -0.3
O 0.58570 -0.72958 1.85557 0.4 0.0 0.6
H 1.90520 -4.22935 6.52160 -0.2 0.1 -0.1
H 0.82689 -4.74913 4.28576 0.2 -0.4 0.0
H 0.92014 -3.02366 2.46606 -0.8 -0.6 -0.5
H 2.45335 -0.14350 5.08014 -0.1 -1.1 0.3
H 2.54807 -1.84866 6.96523 -0.1 -0.6 -0.7
C 1.61929 -4.75866 -0.85282 0.0 -1.7 -0.6
C 2.88528 -5.28412 -1.06839 1.3 0.9 0.6
C 3.98612 -4.40888 -1.02357 0.8 -1.2 -0.3
C 3.81446 -3.07302 -0.78319 -1.8 -0.2 -0.4
C 2.51768 -2.59015 -0.62896 0.1 1.0 0.5
C 1.40595 -3.42291 -0.68342 1.2 1.1 0.6
N 4.93049 -2.14058 -0.78612 -1.8 0.3 1.3
O 5.93901 -2.45316 -1.30888 2.1 -0.7 -1.2
O 4.75006 -1.08453 -0.20029 0.0 0.7 0.2
H 0.79917 -5.45193 -0.84055 -0.4 -0.1 0.0
H 3.12242 -6.34402 -1.14643 -0.5 0.2 -0.2
H 5.00651 -4.77533 -1.15887 -0.4 0.0 0.0
H 2.40413 -1.53496 -0.39109 -0.2 -0.1 -0.2
H 0.44879 -3.00217 -0.45924 -0.5 0.1 -0.1
C 4.88642 1.55048 1.68745 -1.4 0.2 1.0
C 5.62171 2.06516 0.45131 -0.1 -0.5 -0.5
O 5.13595 3.42396 0.25713 0.8 -0.5 -0.5
S 4.08051 3.82967 1.32155 1.6 1.1 1.3
O 2.82202 3.56389 0.76337 -2.0 -0.8 -0.3
O 4.33645 5.15910 1.77493 0.1 -0.5 0.0
O 4.53335 2.78558 2.45664 -0.5 0.1 -1.6
H 5.44369 0.99046 2.43686 0.2 -0.2 -0.6
H 3.91762 1.03713 1.43648 1.1 0.4 0.2
H 5.33733 1.42714 -0.42343 0.5 0.7 0.7
H 6.70324 2.16715 0.58432 -0.3 -0.3 -0.1
C -2.93201 -1.95306 1.58084 0.6 -1.9 0.0
C -3.72988 -2.88566 2.53534 -0.1 0.5 -1.7
O -2.84198 -3.99080 2.79845 -0.5 0.6 -0.5
S -2.20833 -4.34350 1.38788 -1.3 1.1 0.5
O -3.00086 -5.27636 0.71926 -1.1 -1.8 -0.9
O -0.86370 -4.55101 1.61950 3.5 -1.1 0.4
O -2.40216 -2.99273 0.67046 -0.2 1.3 -0.2
H -2.06856 -1.46731 2.03326 -0.1 0.0 0.3
H -3.43811 -1.24966 0.95924 -0.7 0.2 -0.2
H -4.67632 -3.23649 2.06762 0.6 0.2 0.3
H -3.88444 -2.41179 3.43896 -0.6 0.8 1.9
C -2.21041 -2.90506 -7.55807 0.2 -1.1 -1.7
C -1.75020 -2.20039 -6.33536 0.1 2.7 1.9
O -0.33481 -1.91892 -6.53082 -0.7 0.7 -1.1
S -0.14690 -1.70496 -8.15087 -1.0 1.3 1.8
O 1.16650 -2.10043 -8.42813 1.2 0.3 -0.7
O -0.76081 -0.46964 -8.57081 1.0 -0.9 0.5
O -1.09384 -2.86000 -8.51580 -1.3 -0.8 -0.4
H -3.10689 -2.51662 -8.07611 0.5 -0.2 0.6
H -2.22642 -3.96466 -7.35447 -0.8 -0.3 -0.1
H -1.74838 -2.78600 -5.42771 -0.3 -0.4 0.0
H -2.36331 -1.25397 -6.08553 1.2 -1.2 -0.6
C 1.03069 7.23830 -0.86198 -1.4 0.0 -2.0
C 1.36884 5.77458 -1.09732 0.0 0.1 0.6
O 0.39194 5.36562 -2.08141 2.3 -1.3 0.1
S -0.95256 6.03535 -1.83993 -2.9 -0.9 1.4
O -1.85667 5.24029 -1.03155 1.0 0.5 -0.8
O -1.37723 6.50619 -3.08687 -0.8 0.6 -1.2
O -0.46832 7.17896 -0.91290 1.5 1.2 1.3
H 1.25914 7.93868 -1.69391 0.4 -0.6 0.6
H 1.38034 7.59422 0.07899 -0.1 0.3 0.7
H 1.21319 5.22020 -0.15653 0.1 0.0 -0.5
H 2.36524 5.59101 -1.48724 -0.1 0.0 -0.1
C -0.97206 1.73585 -0.44262 -1.8 -0.1 0.4
C 0.41392 1.56790 -0.88133 1.3 0.3 -1.5
O 0.41439 0.15188 -1.32604 0.5 0.9 0.5
S -0.99985 -0.22725 -1.98047 1.1 1.8 2.8
O -1.52014 -1.34329 -1.32214 -0.5 -2.1 0.6
O -0.85108 -0.19241 -3.35375 -0.1 -0.1 -3.2
O -1.78253 1.01281 -1.44928 0.2 1.1 0.4
H -1.42197 2.73036 -0.41616 0.5 0.0 0.0
H -1.03841 1.25751 0.53921 -0.6 -0.1 -0.2
H 1.12835 1.76990 -0.07901 -0.1 -0.7 0.0
H 0.71441 2.25902 -1.70612 -0.3 -0.8 0.2
```
Forces are in eV/Å.

Computed properties:
calculated total energy = -6072.5441 hartree
Kohn-Sham gap = 8.5 eV
F_max = 0.0724 Eh/bohr
spin multiplicity = 1
total charge = 0
HOMO energy = -9.66 eV